No. 1
Below is a 9-piece molecular cluster, C33H66N4O26PS overall at a distorted geometry, with properties calculated with wB97M-V/def2-TZVPD.

ORCA input file:
```
! RIJCOSX wB97M-V def2-TZVPD def2/J DEFGRID3
* xyz 1 1
C -0.040 -3.948 0.652
C 1.153 -3.459 -0.271
N 0.675 -2.450 -1.296
C 0.606 -1.054 -0.783
C 1.915 -0.580 -0.049
P 2.689 0.942 -0.866
N 2.237 1.047 -2.383
O 2.840 -1.684 -0.015
C 2.203 -2.772 0.682
C 3.206 -3.767 1.371
C 2.915 -3.892 2.931
S 4.070 -2.922 3.973
C 3.844 -1.245 3.368
N 2.767 -0.469 3.454
N 3.040 0.717 2.813
C 4.294 0.579 2.385
O 4.879 -0.607 2.697
H -0.565 -3.022 1.001
H 0.328 -4.506 1.542
H -0.769 -4.596 0.111
H 1.530 -4.360 -0.808
H 1.250 -2.537 -2.147
H -0.271 -2.742 -1.590
H 0.300 -0.403 -1.646
H -0.236 -0.964 -0.045
H 1.622 -0.242 0.988
H 4.118 0.854 -0.740
H 2.329 2.098 -0.093
H 3.074 1.009 -2.970
H 1.605 -2.299 1.517
H 4.266 -3.440 1.205
H 3.125 -4.785 0.903
H 2.970 -4.979 3.180
H 1.864 -3.572 3.134
H 4.827 1.361 1.810
C 2.668 3.762 3.271
O 1.978 4.813 3.943
C 0.987 5.356 3.228
O 0.660 5.031 2.114
O 0.424 6.317 3.962
C -0.659 6.987 3.314
H 3.446 3.396 3.938
H 1.991 2.941 3.046
H 3.140 4.135 2.359
H -1.463 6.287 3.090
H -0.317 7.484 2.406
H -1.039 7.743 3.998
C -3.501 5.866 0.918
O -4.201 6.917 1.583
C -5.192 7.458 0.864
O -5.516 7.133 -0.249
O -5.758 8.420 1.598
C -6.843 9.090 0.952
H -2.726 5.506 1.590
H -4.174 5.038 0.691
H -3.026 6.235 0.008
H -7.649 8.391 0.727
H -6.503 9.588 0.044
H -7.220 9.844 1.640
C 5.775 -1.144 -7.720
O 6.252 -1.547 -6.433
C 5.447 -1.222 -5.423
O 4.397 -0.641 -5.509
O 6.012 -1.655 -4.285
C 5.254 -1.373 -3.114
H 6.510 -1.463 -8.456
H 4.824 -1.627 -7.946
H 5.678 -0.060 -7.771
H 4.281 -1.866 -3.156
H 5.136 -0.296 -2.983
H 5.801 -1.766 -2.259
C 6.968 -4.310 -2.854
O 6.135 -5.107 -2.006
C 6.800 -5.790 -1.066
O 7.989 -5.780 -0.893
O 5.907 -6.486 -0.349
C 6.484 -7.267 0.700
H 6.326 -3.806 -3.570
H 7.497 -3.554 -2.272
H 7.673 -4.935 -3.403
H 6.995 -6.628 1.421
H 7.169 -8.012 0.294
H 5.675 -7.785 1.212
C 10.300 -9.177 0.501
O 9.468 -9.971 1.348
C 10.135 -10.653 2.288
O 11.324 -10.642 2.458
O 9.244 -11.348 3.005
C 9.819 -12.129 4.053
H 9.655 -8.673 -0.217
H 10.829 -8.421 1.080
H 11.004 -9.804 -0.047
H 10.330 -11.490 4.774
H 10.503 -12.874 3.647
H 9.007 -12.645 4.561
C -5.821 9.462 -2.921
O -6.317 10.024 -4.135
C -7.540 10.554 -4.032
O -8.214 10.586 -3.035
O -7.883 11.042 -5.228
C -9.177 11.644 -5.266
H -4.828 9.064 -3.121
H -5.739 10.227 -2.148
H -6.460 8.644 -2.586
H -9.226 12.494 -4.586
H -9.949 10.912 -5.023
H -9.343 12.000 -6.280
C -4.871 2.127 4.085
O -5.427 0.931 3.537
C -5.581 0.955 2.210
O -5.297 1.870 1.481
O -6.108 -0.215 1.832
C -6.331 -0.331 0.426
H -4.794 1.990 5.162
H -3.872 2.305 3.685
H -5.521 2.979 3.889
H -5.390 -0.250 -0.121
H -7.039 0.424 0.085
H -6.758 -1.314 0.237
C -9.940 -1.011 1.786
O -10.037 -1.484 0.442
C -11.274 -1.436 -0.068
O -12.257 -1.042 0.500
O -11.224 -1.903 -1.320
C -12.483 -1.910 -1.993
H -8.898 -1.095 2.092
H -10.235 0.037 1.848
H -10.548 -1.620 2.455
H -12.879 -0.898 -2.081
H -13.193 -2.556 -1.475
H -12.319 -2.307 -2.993
*
```

Summary:
frontier orbital gap	8.766	eV
E_tot	-114601.3096	eV
E_HOMO	-11.8	eV
E_LUMO	-3.0	eV

=====

No. 2
Below is C33H66N6PReSbSi as an isolated structure at a distorted geometry, with properties calculated with wB97M-V/def2-TZVPD.

ORCA input file:
```
! RIJCOSX wB97M-V def2-TZVPD def2/J DEFGRID3
* xyz 2 4
Re -0.211 -0.305 1.138
C -3.659 0.764 2.044
C -3.036 -0.534 2.477
C -3.572 -1.215 3.560
C -2.945 -2.310 4.165
C -1.724 -2.806 3.629
C -1.162 -2.022 2.604
N -1.826 -1.014 2.011
N 0.078 -2.014 2.051
Si 1.353 -3.281 2.054
C 2.951 -2.657 1.190
C 0.610 -4.722 1.255
C 1.413 -3.685 3.928
H -4.559 0.971 2.599
H -3.875 0.660 0.966
H -2.945 1.633 2.117
H -4.563 -0.905 3.903
H -3.345 -2.804 5.026
H -1.209 -3.726 4.053
H 2.736 -2.616 0.106
H 3.765 -3.388 1.355
H 3.274 -1.691 1.588
H 1.345 -5.534 1.423
H 0.484 -4.510 0.179
H -0.323 -5.053 1.653
H 2.415 -3.780 4.396
H 1.069 -4.710 3.962
H 0.728 -3.149 4.578
C 1.452 0.653 5.049
C 2.483 1.201 4.108
C 3.243 2.374 4.641
Sb 1.290 1.656 2.158
C 0.024 3.519 2.468
C -0.834 3.262 3.660
C 0.712 4.884 2.529
C 2.959 2.210 0.737
C 4.303 1.943 1.508
C 2.829 3.631 0.215
H 1.978 0.258 5.966
H 0.895 -0.204 4.614
H 0.735 1.445 5.363
H 3.176 0.384 3.752
H 2.642 2.944 5.352
H 3.557 3.043 3.818
H 4.182 2.066 5.129
H -0.607 3.439 1.540
H -0.248 3.109 4.598
H -1.465 2.351 3.522
H -1.502 4.113 3.779
H 1.803 4.862 2.528
H 0.410 5.275 3.464
H 0.385 5.521 1.675
H 2.823 1.446 -0.026
H 4.593 2.751 2.117
H 5.012 1.909 0.623
H 4.398 0.996 2.046
H 3.194 4.373 0.922
H 1.743 3.890 0.026
H 3.298 3.700 -0.814
N -0.008 -0.383 -0.640
P -0.588 -0.271 -2.102
N 0.636 -0.424 -3.226
C 0.239 -1.078 -4.467
C 1.249 -0.678 -5.531
C 2.662 -1.274 -5.233
C 3.133 -0.659 -3.901
C 2.063 -0.710 -2.800
N -1.675 -1.529 -2.300
C -2.992 -1.466 -2.822
C -3.415 -2.718 -3.783
C -2.902 -4.057 -3.285
C -1.519 -4.031 -2.656
C -1.285 -2.860 -1.690
N -1.414 1.174 -2.356
C -0.734 2.328 -3.132
C -1.849 3.248 -3.700
C -2.452 3.984 -2.531
C -2.593 2.998 -1.287
C -2.693 1.545 -1.762
H -0.773 -0.739 -4.836
H 0.102 -2.156 -4.320
H 1.288 0.383 -5.597
H 0.878 -1.095 -6.510
H 3.394 -0.935 -5.998
H 2.574 -2.345 -5.271
H 3.459 0.355 -4.037
H 3.997 -1.223 -3.489
H 2.241 -0.028 -1.996
H 2.134 -1.712 -2.336
H -3.156 -0.605 -3.473
H -3.713 -1.500 -1.970
H -2.889 -2.558 -4.743
H -4.496 -2.702 -3.953
H -2.892 -4.832 -4.097
H -3.609 -4.506 -2.602
H -0.741 -3.930 -3.426
H -1.291 -5.021 -2.251
H -0.258 -2.921 -1.378
H -1.844 -2.917 -0.745
H -0.040 1.992 -3.961
H -0.146 2.945 -2.415
H -2.591 2.521 -4.168
H -1.398 3.862 -4.535
H -3.418 4.361 -2.855
H -1.850 4.850 -2.232
H -3.407 3.261 -0.653
H -1.753 3.134 -0.634
H -3.520 1.453 -2.480
H -2.871 0.871 -0.913
*
```

Summary:
frontier orbital gap (alpha / beta)	5.120 / 6.964	eV
relative energy (zero: lowest compared OMol25 entry of this formula, charge and spin)	0.00	kcal/mol
E_tot	-70051.8576	eV
E_HOMO (alpha / beta)	-11.7 / -13.6	eV
⟨S²⟩	3.768
E_LUMO (alpha / beta)	-6.6 / -6.7	eV

=====

No. 3
Below is a 6-piece molecular cluster, C33H67FN2O6S2Si overall at a distorted geometry, with properties calculated with wB97M-V/def2-TZVPD.

ORCA input file:
```
! RIJCOSX wB97M-V def2-TZVPD def2/J DEFGRID3
* xyz 0 1
C 4.963 -5.250 1.450
C 5.032 -3.734 1.862
C 3.841 -3.457 2.860
F 4.293 -3.183 4.148
Si 2.784 -2.040 2.114
C 1.841 -2.630 0.546
C 0.592 -1.692 0.379
C -0.654 -2.456 -0.201
S -1.989 -1.206 -0.375
C -3.571 -1.810 0.309
S -4.907 -1.781 -0.687
N -3.759 -2.291 1.647
C -3.604 -1.240 2.661
C -2.629 -1.539 3.843
O -2.393 -2.908 4.124
C -1.867 -3.439 2.902
C -3.066 -3.548 1.929
C 3.908 -0.538 1.704
N 3.174 0.482 0.890
C 3.744 1.823 1.199
H 4.714 -5.820 2.362
H 5.892 -5.606 0.986
H 4.114 -5.355 0.755
H 4.900 -3.075 0.989
H 5.998 -3.479 2.328
H 3.209 -4.366 2.898
H 1.750 -1.569 3.071
H 1.596 -3.705 0.581
H 2.521 -2.405 -0.300
H 0.332 -1.288 1.376
H 0.797 -0.882 -0.343
H -0.895 -3.310 0.447
H -0.314 -2.852 -1.186
H -3.212 -0.336 2.145
H -4.589 -0.924 3.059
H -3.076 -1.107 4.758
H -1.691 -0.961 3.685
H -1.071 -2.774 2.498
H -1.391 -4.415 3.089
H -3.801 -4.223 2.416
H -2.771 -4.067 1.000
H 4.231 -0.016 2.638
H 4.837 -0.835 1.184
H 2.230 0.502 1.266
H 3.318 2.191 2.152
H 4.831 1.696 1.345
H 3.555 2.559 0.401
C -8.531 -0.220 -0.521
C -8.293 1.265 -0.735
C -8.765 1.851 0.586
O -8.515 0.859 1.588
C -8.188 -0.383 0.947
H -7.933 -0.859 -1.170
H -9.586 -0.456 -0.688
H -7.224 1.454 -0.868
H -8.822 1.676 -1.595
H -9.842 2.053 0.570
H -8.242 2.773 0.849
H -7.117 -0.562 1.085
H -8.740 -1.196 1.421
C 0.637 -4.089 -5.450
C 0.898 -2.607 -5.663
C 0.423 -2.011 -4.353
O 0.649 -3.006 -3.343
C 0.964 -4.253 -3.976
H 1.234 -4.738 -6.091
H -0.419 -4.310 -5.628
H 1.970 -2.432 -5.785
H 0.384 -2.191 -6.530
H -0.651 -1.793 -4.379
H 0.957 -1.097 -4.091
H 2.032 -4.447 -3.826
H 0.395 -5.057 -3.505
C -4.781 3.839 -0.255
C -4.181 4.146 1.103
C -4.296 2.805 1.804
O -4.191 1.793 0.792
C -4.302 2.418 -0.496
H -4.471 4.529 -1.039
H -5.873 3.860 -0.192
H -3.129 4.423 0.992
H -4.689 4.950 1.636
H -5.270 2.695 2.292
H -3.514 2.654 2.550
H -3.311 2.407 -0.964
H -4.987 1.844 -1.122
C 4.752 1.475 -4.721
C 4.161 1.836 -6.073
C 3.533 0.521 -6.502
O 3.133 -0.154 -5.303
C 3.712 0.513 -4.172
H 4.920 2.333 -4.071
H 5.705 0.958 -4.858
H 3.387 2.598 -5.949
H 4.894 2.209 -6.789
H 4.257 -0.115 -7.024
H 2.664 0.660 -7.149
H 2.913 1.049 -3.649
H 4.138 -0.225 -3.491
C 4.445 6.870 3.430
C 5.765 6.284 3.899
C 5.427 4.808 4.020
O 4.421 4.535 3.036
C 3.924 5.775 2.517
H 4.545 7.831 2.926
H 3.772 6.999 4.282
H 6.531 6.431 3.132
H 6.132 6.713 4.831
H 5.010 4.575 5.005
H 6.290 4.163 3.847
H 4.307 5.892 1.497
H 2.834 5.742 2.476
*
```

Summary:
frontier orbital gap	7.714	eV
SMILES	CC[C@@H](F)[Si@H](CCCSC(=S)N1CCOCC1)CNC.C1CCOC1.C1CCOC1.C1CCOC1.C1CCOC1.C1CCOC1
E_tot	-82833.5380	eV
E_HOMO	-7.9	eV
E_LUMO	-0.2	eV

=====

No. 4
Below is a 5-piece molecular cluster, C33H68F6NO3 overall, with properties calculated with wB97M-V/def2-TZVPD.

ORCA input file:
```
! RIJCOSX wB97M-V def2-TZVPD def2/J DEFGRID3
* xyz 1 1
C 4.704 -1.426 3.317
C 5.322 -0.453 2.319
C 4.727 -0.524 0.902
C 3.735 0.559 0.437
N 3.557 1.733 1.385
C 2.590 1.484 2.511
O 2.961 1.269 3.605
C 1.108 1.702 2.124
F 0.778 2.877 2.709
F 0.995 1.851 0.781
C 0.102 0.632 2.642
F 0.180 0.631 3.979
F -1.120 1.070 2.250
C 0.229 -0.824 2.118
F -0.486 -1.583 2.960
F 1.546 -1.206 2.176
C -0.296 -1.070 0.684
O -1.343 -1.582 0.496
O 0.528 -0.665 -0.316
H 4.787 -2.443 2.949
H 5.276 -1.375 4.240
H 3.680 -1.183 3.573
H 5.321 0.547 2.750
H 6.371 -0.720 2.231
H 4.209 -1.475 0.813
H 5.522 -0.550 0.166
H 2.736 0.202 0.229
H 4.093 0.999 -0.488
H 4.446 2.068 1.762
H 3.151 2.499 0.837
H 1.102 -1.399 -0.578
C -4.659 -2.377 0.826
C -4.402 -1.738 -0.536
C -5.676 -1.435 -1.320
C -6.513 -2.664 -1.677
C -5.765 -3.729 -2.477
C -5.263 -3.232 -3.830
H -5.154 -3.344 0.731
H -3.723 -2.539 1.361
H -5.291 -1.734 1.442
H -3.742 -2.384 -1.123
H -3.856 -0.801 -0.392
H -5.408 -0.900 -2.236
H -6.296 -0.744 -0.741
H -7.385 -2.335 -2.250
H -6.910 -3.117 -0.764
H -6.436 -4.576 -2.636
H -4.923 -4.114 -1.894
H -6.090 -2.869 -4.443
H -4.768 -4.034 -4.380
H -4.543 -2.418 -3.720
C 2.646 -3.694 -5.456
C 2.574 -3.659 -3.933
C 1.932 -4.904 -3.321
C 0.478 -5.144 -3.731
C -0.467 -3.985 -3.424
C -0.565 -3.656 -1.938
H 1.653 -3.737 -5.905
H 3.142 -2.804 -5.844
H 3.208 -4.565 -5.796
H 2.030 -2.761 -3.617
H 3.587 -3.560 -3.532
H 1.997 -4.838 -2.230
H 2.522 -5.781 -3.600
H 0.119 -6.044 -3.223
H 0.430 -5.366 -4.800
H -1.464 -4.238 -3.793
H -0.157 -3.092 -3.974
H -0.903 -4.520 -1.363
H -1.271 -2.844 -1.767
H 0.406 -3.346 -1.535
C 2.967 4.761 4.375
C 3.823 4.749 5.639
C 3.038 4.362 6.891
C 1.892 5.311 7.247
C 2.306 6.767 7.454
C 3.291 6.963 8.603
H 2.166 5.498 4.432
H 3.575 5.010 3.499
H 2.513 3.786 4.220
H 4.291 5.727 5.772
H 4.644 4.036 5.511
H 3.731 4.291 7.732
H 2.628 3.356 6.756
H 1.415 4.944 8.160
H 1.123 5.266 6.471
H 1.406 7.354 7.653
H 2.733 7.173 6.532
H 2.872 6.594 9.540
H 3.525 8.019 8.736
H 4.232 6.440 8.425
C -0.631 0.669 -3.083
C -2.092 1.043 -2.848
C -3.071 0.188 -3.650
C -2.926 0.291 -5.169
C -3.069 1.705 -5.731
C -4.436 2.329 -5.466
H -0.327 0.826 -4.119
H 0.029 1.269 -2.452
H -0.467 -0.383 -2.835
H -2.239 2.103 -3.071
H -2.323 0.920 -1.786
H -4.090 0.453 -3.359
H -2.940 -0.861 -3.359
H -3.681 -0.352 -5.631
H -1.958 -0.117 -5.474
H -2.900 1.664 -6.809
H -2.286 2.353 -5.325
H -5.232 1.713 -5.890
H -4.505 3.319 -5.917
H -4.630 2.442 -4.398
*
```

Summary:
frontier orbital gap	7.699	eV
E_tot	-59254.8126	eV
E_HOMO	-12.3	eV
E_LUMO	-4.6	eV

=====

> Which of these has the highest E_tot?

C33H68F6NO3

=====

> Which value of E_tot does entry 3 give?

-82833.5380 eV

=====

> E_tot of number 1 (C33H66N4O26PS)?

-114601.3096 eV

=====

> Which value of E_tot does entry 2 give?

-70051.8576 eV